C25H48Br2N4O3PPdSSi as an isolated structure in a non-equilibrium geometry, computed with ωB97M-V with the def2-TZVPD basis set.

The geometry in XYZ format:
```
86
Properties=species:S:1:pos:R:3:forces:R:3:lowdin_charge:R:1
H -2.986 1.507 -1.987 0.0 0.0 0.0 0.07
H 2.742 -4.167 0.115 0.0 0.0 0.0 0.08
H 2.899 -2.229 -3.044 0.0 0.0 0.0 0.06
H -4.913 -3.468 -0.698 0.0 0.0 0.0 0.12
H -0.713 1.144 0.030 0.0 0.0 0.0 0.00
H -6.344 -7.321 -1.172 0.0 0.0 0.0 0.08
C -0.346 2.031 0.546 0.1 0.0 0.0 -0.14
H 4.833 -0.513 -2.958 0.0 0.0 0.0 0.07
H 0.189 2.681 -0.162 0.1 0.0 0.0 0.07
C -5.753 -6.614 -0.600 0.0 0.1 0.0 -0.24
H -5.808 2.561 0.972 0.0 0.0 0.0 0.08
H 3.971 2.457 -1.283 0.0 0.0 0.0 0.05
C -1.199 -0.286 3.018 0.1 0.1 -0.2 -0.92
H 2.716 1.145 2.039 0.0 0.0 0.0 0.07
C -1.024 3.959 1.872 0.0 -0.2 0.0 -0.14
H 5.126 -3.624 -0.519 0.0 0.0 0.0 0.08
H -4.472 3.459 3.544 0.0 0.0 0.0 0.08
C 4.056 0.247 -3.085 0.0 0.0 0.0 -0.11
H 4.120 0.153 2.385 0.0 0.0 0.0 0.05
H -5.854 4.202 1.656 0.0 0.0 0.0 0.07
H 2.206 -3.313 -1.335 0.0 0.0 0.0 0.05
H -3.554 2.883 -2.961 0.0 0.0 0.0 0.07
N -3.035 3.331 -0.970 0.0 0.1 -0.2 -0.31
N -1.441 2.767 1.163 0.2 0.2 0.0 -0.29
H 2.691 2.591 -0.080 -0.1 0.0 0.0 0.06
C 3.784 1.035 1.844 0.0 0.0 -0.1 -0.11
C -2.622 4.715 -1.048 0.0 -0.1 0.0 -0.14
O -3.278 1.104 0.296 -0.1 0.1 -0.2 -0.30
H 5.859 0.643 -0.918 0.0 0.0 0.0 0.06
Br -5.273 -8.825 1.127 0.0 0.0 0.0 0.64
H 3.859 0.347 -4.161 0.0 0.0 0.0 0.08
H 1.518 -2.885 0.216 0.0 0.0 0.0 0.05
H -1.568 4.817 -1.344 0.0 0.0 0.0 0.08
S -0.905 0.592 4.330 0.0 -0.1 -0.2 0.39
Pd -1.631 -1.077 1.460 -0.1 0.1 1.2 0.30
H 4.333 3.101 0.320 0.0 0.0 0.0 0.08
C -5.090 -7.013 0.546 0.0 0.0 0.0 -0.67
N -5.684 -5.362 -1.050 0.1 0.1 0.1 0.05
H -1.823 2.700 -2.589 0.0 0.0 0.0 0.08
C -5.296 3.529 1.001 0.1 0.1 0.1 -0.13
Si 2.961 -0.414 -0.472 0.0 0.0 0.0 0.96
C 4.082 0.957 0.331 -0.1 0.2 0.2 -0.63
H 5.920 -0.193 0.635 0.0 0.0 0.0 0.06
H 1.556 1.116 -3.670 0.0 0.0 0.0 0.08
H -1.885 4.555 2.166 0.0 0.0 0.0 0.06
C 2.444 -3.187 -0.281 0.0 0.0 0.1 -0.12
H -5.287 3.944 -0.005 0.0 0.0 0.0 0.06
H 4.297 1.906 2.272 0.0 0.0 0.0 0.08
Br -1.083 -1.578 -0.940 0.2 0.0 -0.7 -0.16
H -0.359 4.578 1.253 0.0 0.0 0.0 0.07
C 3.590 -2.180 -0.041 -0.2 -0.3 0.2 -0.63
H 1.258 -1.719 -2.589 0.0 0.0 0.0 0.01
H 0.344 1.682 1.316 0.0 0.0 0.0 0.06
C 4.824 -2.618 -0.840 0.0 0.0 0.0 -0.10
H -3.739 -6.403 2.134 0.0 0.0 0.0 0.11
C 2.193 -1.397 -3.053 0.0 0.0 0.0 -0.13
H 1.982 -1.157 -4.104 0.0 0.0 0.0 0.08
C -2.839 2.565 -2.194 0.0 0.0 0.0 -0.11
H 4.123 -3.325 1.709 0.0 0.0 0.0 0.08
H -4.491 1.821 2.834 0.0 0.0 0.0 0.09
H 0.730 0.642 -2.172 0.0 0.0 0.0 0.04
C 2.755 -0.139 -2.370 -0.2 0.0 -0.2 -0.63
C 5.585 0.718 0.138 0.0 0.0 0.0 -0.11
H -0.474 3.670 2.775 0.0 0.0 0.0 0.07
H 4.466 1.197 -2.740 0.0 0.0 0.0 0.05
H 4.805 -1.697 1.731 0.0 0.0 0.0 0.05
C 3.921 -2.277 1.457 0.0 0.1 0.0 -0.12
C 1.691 0.956 -2.591 0.1 0.0 0.0 -0.12
P -2.924 2.515 0.488 -0.1 -0.2 0.1 0.49
C -3.387 -3.766 1.560 -0.4 -0.2 -0.2 -0.71
C -4.245 -4.817 0.810 0.0 0.2 -0.1 -0.10
H -3.228 5.250 -1.787 0.0 0.0 0.0 0.07
H -2.958 2.587 3.224 0.0 0.0 0.0 0.04
C 3.744 2.350 -0.223 0.0 -0.1 0.0 -0.12
H 5.678 -1.952 -0.690 0.0 0.0 0.0 0.06
H 1.963 1.912 -2.143 0.0 0.0 0.0 0.05
N -3.927 3.405 1.514 -0.3 -0.3 0.1 -0.30
H 4.623 -2.661 -1.912 0.0 0.0 0.0 0.06
O -2.462 -4.238 2.232 0.1 0.0 0.2 -0.04
O -3.779 -2.594 1.380 0.4 0.1 0.0 -0.11
C -3.964 2.780 2.854 0.1 0.2 0.0 -0.12
C -4.957 -4.489 -0.342 -0.1 -0.1 0.0 -0.08
H 6.149 1.556 0.572 0.0 0.0 0.0 0.08
H 3.085 -1.944 2.077 0.0 0.0 0.0 0.09
C -4.310 -6.122 1.258 0.0 -0.2 0.0 -0.07
H -2.757 5.203 -0.083 0.0 0.0 0.0 0.07
```
Positions in Å, forces in eV/Å.

As for the spin multiplicity: 2. As for the energy above the lowest of the compared OMol25 structures with the same formula, charge and spin: 0.000 eV. For the HOMO-LUMO gap (spin up / spin down), the calculation gives 0.1844 / 0.1838 hartree. As for the expectation value of S²: 0.751. The value obtained for the lowest unoccupied orbital energy (spin up / spin down) is 3.98 / 3.98 eV. As for the net charge: -2.